The following is a DFT calculation (ωB97M-V/def2-TZVPD) of a structure of composition C29H46CuN2O2SSi3Te.

```
85
Properties=species:S:1:pos:R:3:forces:R:3
Cu -0.8921 -2.2903 -1.1867 0.1545 0.6322 0.1493
O -1.8300 -0.9469 0.1416 -0.4976 -0.8940 1.0574
N -2.5662 -1.6284 1.0684 0.1659 -1.1838 -1.9690
C -2.9545 -0.9884 2.1912 1.5940 1.4052 -1.6155
C -3.6684 -1.6218 3.1137 -1.7608 -0.0997 4.2904
C -4.0621 -2.9969 2.9941 0.2773 0.8762 0.5561
C -3.6604 -3.6201 1.8704 1.0970 0.1657 -1.5176
C -2.9354 -2.9401 0.8283 -0.1424 0.8637 0.7463
S -2.5615 -3.7071 -0.6570 0.1341 -0.0448 0.1772
H -2.5466 0.0441 2.1805 -0.5934 -0.7211 0.4640
H -3.8473 -1.0441 4.1093 0.0645 -1.1428 -2.0000
H -4.5926 -3.5987 3.7562 0.3885 0.8882 -0.3137
H -3.7450 -4.6759 1.7148 -0.4496 -0.3653 -0.0637
C 3.3510 0.9801 -2.8347 -1.5400 0.0963 1.4879
N 1.9305 0.5734 -2.8941 0.2147 0.2700 0.0233
C 1.0919 1.2273 -3.9312 0.2443 -0.7004 1.2710
C 1.3490 -0.2417 -2.0097 -1.4549 0.5280 1.1996
C 1.8956 -0.5896 -0.6772 0.8428 -2.1066 -0.4786
O 0.1624 -0.5957 -2.1025 -0.9243 -0.2428 -1.2727
H 3.4950 1.9502 -2.3367 -0.3147 0.1588 -0.5245
H 3.6322 0.9821 -3.8573 1.0657 0.0221 -0.6552
H 3.8947 0.3104 -2.1808 0.2344 -0.5138 -0.5245
H 1.7557 1.4836 -4.7416 -0.1065 -0.2219 -0.5927
H 0.7288 2.1678 -3.5074 -0.3043 -0.0996 -0.1045
H 0.2659 0.5310 -4.1656 0.5046 0.6419 -0.1834
H 1.1295 -0.4685 0.0709 -0.2705 0.3841 0.0742
H 2.7764 -0.0834 -0.4332 1.3266 0.6971 0.5715
H 2.1194 -1.6871 -0.6730 -0.0218 0.9395 -0.0259
C -3.3902 4.6694 -1.5107 0.5699 0.7838 -0.6064
Si -4.1697 4.2860 0.1402 -0.5577 0.5136 -0.2266
C -5.4396 5.6251 0.6381 -1.2105 -0.4965 -1.3551
C -5.0768 2.6072 0.3084 -0.3847 0.7979 -1.7133
C -2.7509 4.3439 1.3774 -1.6869 0.4828 2.4091
Te -1.3833 2.8150 1.2264 0.2218 -1.1528 -0.5715
C -0.1335 3.3122 2.8638 1.4558 -2.2078 -1.5932
Si 1.3394 2.0495 2.7140 0.6963 0.7568 0.7729
C 2.3470 2.2846 1.1696 -0.7355 2.0597 -0.8009
C 0.4455 0.4551 2.6443 0.3269 0.0362 0.2703
C 2.6750 2.3504 4.0726 -0.7078 -4.4643 -0.7932
H -4.1300 4.6571 -2.3314 0.4421 -0.0786 0.2074
H -2.5202 4.0286 -1.7511 -0.6058 -0.0319 0.0280
H -2.9309 5.7038 -1.4859 -0.6962 -0.8893 0.1156
H -5.9305 6.2856 -0.1282 1.0869 -0.4916 0.2738
H -5.0020 6.2331 1.3887 0.2041 0.7530 0.8262
H -6.3475 5.1345 1.0211 0.4410 -0.0909 0.4404
H -6.1467 2.6040 -0.0854 1.3359 0.2309 0.7011
H -5.0247 2.3285 1.3353 -0.2547 -0.3665 0.8824
H -4.5473 1.8578 -0.2755 0.1292 -0.2539 0.0300
H -3.3350 4.2712 2.3911 1.2204 0.0548 -1.4625
H -2.0657 5.1871 1.4606 -0.7258 0.5634 -0.3339
H -0.6419 3.0993 3.7375 -1.1454 -0.5514 1.9235
H 0.1343 4.3084 2.8883 0.6593 2.2124 -0.2875
H 1.7058 2.7011 0.3429 0.5012 -0.6798 0.5140
H 2.9217 1.4538 0.8115 0.1915 -0.4140 0.0242
H 3.0316 3.1212 1.3896 0.0512 -0.3072 -0.0908
H -0.1510 0.5250 1.7490 -0.2769 -0.5076 -0.4113
H -0.2262 0.4586 3.4857 -0.3966 -0.4415 0.4244
H 1.0773 -0.4224 2.6206 0.0478 -0.2875 0.0413
H 2.9531 3.2973 3.8781 1.6750 3.2359 -0.6150
H 3.5092 1.5789 4.1118 -0.6888 1.1400 -0.7940
H 2.3619 2.3030 5.0625 -1.1422 0.1390 1.8717
C 2.9981 -1.7036 -4.9880 0.5204 -0.1486 0.4607
C 3.7691 -2.1302 -3.9137 -0.8858 -1.2780 0.8758
C 3.1204 -2.8952 -2.9036 0.3710 0.4053 -0.7523
C 1.7622 -3.2149 -2.9617 0.3783 0.5215 -0.2590
C 1.0507 -2.7171 -4.0609 0.0406 0.3909 -0.3777
C 1.6349 -1.9604 -5.0710 0.2132 -0.8448 0.3445
Si 0.7698 -3.9173 -1.5255 -0.9518 -1.0378 -0.2064
C 1.7892 -4.0996 0.0643 0.2867 -1.3636 -0.2792
C 2.8064 -5.0591 0.1837 0.2770 -0.4856 -1.1470
C 3.4981 -5.2591 1.3986 0.0724 -0.7656 -2.0339
C 3.1992 -4.4163 2.4206 0.4219 0.9357 1.5137
C 2.2524 -3.4188 2.3298 -0.9785 0.2938 0.8623
C 1.4626 -3.3966 1.2056 -0.4662 1.6378 -0.3130
H 3.5361 -1.1941 -5.7414 0.1624 0.6340 -0.9891
H 4.8585 -1.9935 -3.8694 -0.6042 0.1587 -0.0769
H 3.6782 -3.2635 -2.0611 0.3729 -0.0200 0.2444
H -0.0143 -2.8399 -4.1381 -0.3905 -0.3327 0.1625
H 1.0279 -1.6943 -5.9332 0.2482 0.2507 0.1497
H 0.2331 -5.3531 -1.9227 0.5453 1.2068 0.2991
H 3.0134 -5.6320 -0.7715 0.1234 0.3750 1.4908
H 4.2840 -6.0261 1.4733 -0.5090 0.4245 0.0450
H 3.7039 -4.4379 3.3632 0.5929 -0.4238 0.3423
H 2.0593 -2.7187 3.1863 0.1897 -0.8952 -0.9020
H 0.6325 -2.6977 1.1247 0.0009 0.0816 0.2178
```
Positions in Å, forces in eV/Å.

Summary:
2S+1: 2
Relative energy (zero: lowest compared OMol25 entry of this formula, charge and spin), kcal per mole: 36.33
Largest force on an atom, eV/Å: 4.6
Lowest unoccupied orbital energy (alpha / beta), eV: 0.327 / -0.230
Highest occupied orbital energy (alpha / beta), eV: -6.53 / -7.68
<S²>: 0.76
E, eV: -124293.8480

The following is a DFT calculation (ωB97M-V/def2-TZVPD) of a structure of composition C5H6Br3Co2F3N3O11.

```
33
Properties=species:S:1:pos:R:3:forces:R:3
Co 3.7355 1.5878 1.7128 -0.5550 0.0776 0.5380
Co 0.1309 -1.0599 2.5219 2.3774 2.4954 -1.3612
N 1.0436 1.9070 3.6007 -0.1906 1.2852 -0.2128
O 1.9775 2.1074 2.8496 3.2327 1.2523 -1.3812
O 0.7199 2.6549 4.4709 0.1612 1.0907 1.4941
O 0.3355 0.9663 3.3199 -3.6806 -4.8238 -0.3449
N 3.3531 -1.2868 3.1320 -0.7110 -0.2715 -0.0751
O 2.1066 -1.4309 3.0541 -2.9913 -0.6995 0.0751
O 3.7910 -0.1876 2.7275 1.3985 -0.8172 0.5585
O 3.9736 -2.2174 3.5899 0.8893 1.1726 -0.3759
N 1.8106 0.0708 -0.2270 -1.5605 0.3142 3.3077
O 1.4843 -0.2682 -1.3101 0.1145 -0.6991 -2.1490
O 1.0547 -0.2249 0.7788 -0.6460 -0.6327 0.2667
O 2.7607 0.8020 0.0457 1.1759 0.2843 -1.1727
C 1.8934 0.8796 -4.6029 0.6101 0.4980 -0.1831
Br 0.0954 1.1710 -5.4104 1.3654 -0.0530 0.5706
Br 2.4031 2.2401 -3.1956 -0.6172 -1.1164 -1.3914
Br 3.3158 0.7420 -5.9898 -0.8553 0.3442 0.6349
H 1.9417 -0.1211 -4.1737 -0.4170 0.4853 0.2908
C -2.0797 -0.0069 -2.6791 0.1242 -0.9043 1.0434
C -1.7268 -0.0847 -1.1761 0.5602 0.1878 -0.9024
O -2.8608 -0.5848 -0.4775 -2.1354 -1.2824 2.7952
C -2.8168 -0.9863 0.8009 3.2176 2.4216 -2.1718
O -1.7954 -0.9956 1.4808 0.0951 -0.3669 0.1912
C -4.1392 -1.3366 1.3776 -0.9948 1.8254 1.3425
F -3.9561 -1.7421 2.6527 -0.6457 0.7169 -0.7046
F -5.0091 -0.2501 1.2826 1.3971 -1.5930 0.7031
F -4.6213 -2.2966 0.6918 -1.4333 -2.0110 -1.1322
H -2.7945 -0.7976 -2.9072 -0.0908 -0.0449 0.0461
H -1.1635 -0.3024 -3.1903 -0.1495 0.6509 -0.3577
H -2.5296 0.9382 -2.9831 0.4407 -0.0275 -0.0230
H -1.5173 0.9052 -0.7709 0.3399 -0.1483 0.1127
H -0.9169 -0.7919 -0.9967 0.1741 0.3890 -0.0319
```
Positions in Å, forces in eV/Å.

Summary:
2S+1: 8
Largest force on an atom, eV/Å: 6.1
Lowest unoccupied orbital energy (alpha / beta), eV: -1.759 / -3.028
Highest occupied orbital energy (alpha / beta), eV: -6.37 / -9.99
<S²>: 15.76
E, eV: -325793.2179

The following is a DFT calculation (ωB97M-V/def2-TZVPD) of a structure of composition C33H37CrN4SSi.

```
77
Properties=species:S:1:pos:R:3:forces:R:3
Cr -0.9236 0.5457 0.1314 0.0535 1.2580 -0.9222
C -0.9001 2.3738 -2.5501 -0.6782 0.0172 -0.2624
C -2.2467 1.7138 -2.9189 0.4827 -0.4174 0.2986
C -2.4049 0.2175 -2.6591 0.2035 -0.2691 1.0666
C -3.1943 -0.4901 -3.5628 0.5176 1.0955 0.0558
C -3.4480 -1.8299 -3.3939 -0.1597 -0.4078 -0.0443
C -2.9943 -2.4301 -2.2199 0.3160 0.5116 -0.7218
C -2.2055 -1.6983 -1.3502 -0.0692 -0.2923 0.7546
N -1.9080 -0.3915 -1.5184 -0.3041 0.1259 -1.0606
N -0.7570 2.4308 -1.0595 0.1478 -0.2711 0.2570
C -1.7786 3.3922 -0.4949 1.3329 0.2895 -0.1984
C -2.7968 2.7982 0.4266 -0.5385 -0.7555 0.6636
C -3.8229 3.5931 0.9400 0.0710 0.1161 -0.2139
C -4.7938 3.0086 1.7439 0.3977 -0.5506 0.9896
C -4.6462 1.6610 2.1426 0.3257 1.4646 -1.8151
C -3.6037 0.9427 1.6018 -0.2575 -0.2698 -0.0446
N -2.6931 1.4850 0.7805 0.5484 0.7898 -0.6029
C 0.6393 2.8817 -0.7506 0.4636 -0.4130 -0.0939
C 0.9238 2.7886 0.7328 -0.5971 -0.7388 1.0026
C 1.8410 3.6352 1.3979 -0.7276 -0.1269 -0.8628
C 1.9735 3.5381 2.7620 -0.4566 -1.7041 -0.1653
C 1.2474 2.5253 3.4109 0.7063 1.4951 0.6011
C 0.3364 1.7742 2.7675 -0.3377 -1.8386 -2.0042
N 0.2061 1.8069 1.3913 0.7761 1.7506 0.6510
H -0.8960 3.4301 -2.9082 0.0462 -0.6791 0.0002
H -0.0572 1.8394 -3.0119 -0.2068 0.0684 0.3839
H -2.5413 1.8865 -3.9613 0.4417 0.1160 0.2407
H -3.0152 2.1953 -2.3303 -0.4325 0.2499 0.1803
H -3.5846 0.1187 -4.3771 0.0408 -0.5995 -0.1136
H -3.9689 -2.3853 -4.1865 0.0760 0.1814 0.6432
H -3.2031 -3.4580 -2.0457 0.0030 -0.6194 0.2972
H -1.8131 -2.1821 -0.4287 -0.2553 0.3951 -0.7767
H -2.2099 3.9445 -1.3369 -0.3420 -0.1941 0.2648
H -1.2244 4.1609 0.0579 -0.0950 -0.1019 0.0970
H -3.8270 4.6647 0.7015 -0.2156 -0.5404 0.0044
H -5.6314 3.5624 2.1751 0.3198 0.0534 -0.4064
H -5.4316 1.2044 2.6688 -0.5883 -0.6632 0.8851
H -3.5446 -0.1300 1.7514 0.2633 0.0548 0.1931
H 0.7617 3.9238 -1.0916 0.2160 -0.3945 -0.0258
H 1.3729 2.2020 -1.2792 -0.8576 0.7358 0.2420
H 2.4385 4.3576 0.8406 -0.3375 -0.1745 -0.0036
H 2.6922 4.1036 3.3009 0.4117 0.5385 0.3288
H 1.4088 2.3188 4.4455 0.0076 0.1144 0.5891
H -0.1554 0.9522 3.3070 -0.0122 0.5842 -0.4985
C 3.0173 0.0304 -3.9329 0.4112 1.1000 -1.2324
S 1.6817 -0.5600 -2.9211 0.1773 0.7672 0.9507
C 1.2248 -2.0700 -3.6729 -0.8004 -1.4346 -0.1952
H 3.7563 -0.7523 -4.1976 -0.3399 0.4879 0.5034
H 3.4535 0.8729 -3.3659 0.2325 -0.6478 -0.1424
H 2.6913 0.5182 -4.8868 -0.0125 -0.6541 0.6461
H 0.5356 -1.9053 -4.4868 -0.1573 0.0859 -0.4381
H 0.6497 -2.6454 -2.9127 0.6418 0.1519 -0.3969
H 2.0690 -2.6596 -4.0680 -0.2264 0.2425 0.5044
C 2.3594 -5.5371 -0.3993 0.4748 1.7537 0.3098
C 1.0685 -5.3562 0.0613 -0.4927 -1.4338 -0.2181
C 0.5784 -4.1190 0.3925 -1.2534 0.9256 0.6610
C 1.3767 -2.9853 0.3171 -0.5057 1.3745 -0.7000
C 2.6720 -3.1137 -0.2185 -0.3731 -0.2967 0.0074
C 3.1812 -4.3878 -0.5132 -0.9625 -0.1112 0.2290
Si 0.5574 -1.3409 1.0712 1.5898 -1.8726 1.1644
C 1.7572 -1.0771 2.6115 0.3365 1.1138 -2.0256
C 3.1648 -0.9029 2.4421 -0.8327 -0.8345 0.3964
C 3.9879 -1.0707 3.5556 -0.3433 0.5615 -0.3843
C 3.4298 -1.1087 4.8283 -0.7388 0.1332 0.1370
C 2.0544 -1.0672 5.0076 -0.4546 -0.1432 -0.8218
C 1.2255 -1.1107 3.8799 -0.5697 -0.1692 0.7400
H 2.7215 -6.5096 -0.6608 0.2004 -0.3212 -0.0222
H 0.4098 -6.2231 0.1680 0.2270 0.2475 -0.1041
H -0.4802 -3.9821 0.7381 1.1094 -0.5023 -0.2136
H 3.2285 -2.2109 -0.4688 0.2003 -0.3234 0.3092
H 4.2075 -4.4896 -0.8044 0.3066 -0.0222 -0.3462
H -0.5710 -1.9967 1.8163 -0.3376 0.2127 -0.1273
H 3.5947 -0.7458 1.4490 -0.1077 -0.2461 0.3352
H 5.0581 -1.1173 3.4416 0.1800 0.1393 -0.0319
H 4.0316 -1.1229 5.7067 0.6093 -0.1468 0.3723
H 1.5601 -1.0492 5.9665 0.3496 -0.0638 0.2968
H 0.1267 -1.1857 4.0144 0.7622 -0.0575 -0.0166
```
Positions in Å, forces in eV/Å.

Summary:
2S+1: 4
Relative energy (zero: lowest compared OMol25 entry of this formula, charge and spin), kcal per mole: 0.00
Largest force on an atom, eV/Å: 2.7
Lowest unoccupied orbital energy (alpha / beta), eV: -7.141 / -6.075
Highest occupied orbital energy (alpha / beta), eV: -13.04 / -13.06
<S²>: 3.96
E, eV: -87902.1473
Total charge: +2

The lowest <S²> belongs to which entry? C29H46CuN2O2SSi3Te